Density functional theory data (ωB97M-V/def2-TZVPD) for a structure of composition C42H42ClNO6Pt.

frontier orbital gap (spin up / spin down) = 0.19783 / 0.19793 Ha
total charge = -2
multiplicity = 1
lowest unoccupied orbital energy (spin up / spin down) = 0.1200 / 0.1201 hartree

CARTESIAN COORDINATES (ANGSTROEM)
C: 6.6870 -0.1876 -1.4775
H: 0.7624 -4.8931 2.1441
C: 1.4925 -1.8862 -3.2400
C: 0.4702 6.5551 -0.9190
N: 2.5005 -2.3556 2.8632
C: 1.6546 0.8616 -2.3841
H: 2.4419 2.5684 -5.8173
H: 2.1257 5.3009 -0.4077
C: 3.8916 -0.1058 -1.5132
H: 4.0729 -1.0129 -3.4490
C: 4.6029 -0.6282 -2.5913
O: 2.3538 1.0493 -3.6194
C: 1.0758 -2.2507 2.5260
C: 0.9430 2.7419 -0.5338
H: 4.2573 -1.2508 2.9495
H: 3.7438 3.1214 -0.6975
C: -2.7473 -1.1828 2.0088
H: -2.6490 5.4803 -1.6326
H: 2.5065 4.1167 -4.9468
C: 3.3603 3.1439 0.3095
C: 1.0785 5.3349 -0.6691
C: 0.3898 -4.3285 1.3007
H: 4.7099 3.4101 -4.0191
H: -1.3670 -4.7791 -1.5383
Pt: -0.0910 -0.2017 0.0362
H: -0.3493 -6.0776 0.3172
C: 0.5159 -2.9434 1.2960
H: 2.8286 -0.3516 2.3913
H: 1.0941 3.0626 -4.7794
C: 2.3623 -0.1904 -1.4590
H: 6.5220 0.7541 0.4360
O: -0.0641 1.9287 -0.1449
C: 3.3465 -1.3050 2.3395
O: -2.0674 -0.2133 -0.0425
H: 4.6374 1.7829 -4.7327
C: -0.8675 6.6144 -1.2699
H: 0.6649 0.4308 -2.5915
C: 2.0122 2.9051 0.5445
C: 3.7417 3.4792 2.6602
H: 0.5323 -2.6563 3.3918
H: -1.1427 -2.3451 -1.5840
H: 0.5026 2.7345 2.0350
C: 4.2182 3.4189 1.3635
C: 2.8447 2.3778 -3.6993
C: -0.0216 -2.2050 0.2352
H: 4.4120 3.7211 3.4755
C: 4.6041 0.3828 -0.4270
C: 1.4055 2.3325 -1.9689
C: 1.5493 2.9372 1.8577
H: 0.8324 -3.3969 -4.6012
H: 7.7682 -0.2361 -1.4557
H: 4.8350 1.9738 -2.9860
H: 1.1987 -1.0930 -3.9076
H: 2.9285 -2.4581 -0.2667
H: 3.0982 -3.9467 1.5677
H: 4.0458 0.7719 0.4078
C: 2.1744 3.0823 -4.8976
O: -4.1288 0.1581 0.6790
H: 1.0474 7.4689 -0.8363
H: 3.6502 -1.4563 1.2965
C: 5.9879 0.3523 -0.4136
O: 2.5290 3.0213 -2.4939
H: -1.3343 7.5718 -1.4690
C: -0.8089 -4.2791 -0.7576
H: 5.2693 3.5937 1.1621
C: 1.7642 -4.2468 -2.8717
C: -0.9981 4.2288 -1.0956
O: 1.9319 -0.0741 -0.1609
C: 1.3204 -3.1982 -3.6544
H: -3.4838 -1.2112 2.7893
Cl: -3.3023 -3.6544 1.8030
C: -0.6846 -2.9035 -0.7755
C: 2.4943 -2.6740 -1.2276
C: 2.0747 -1.6046 -2.0132
C: 2.3554 -3.9805 -1.6490
H: 2.5466 -4.4108 3.1983
H: 6.5269 -1.0601 -3.4197
C: 5.9853 -0.6630 -2.5724
H: 4.1234 -3.6408 2.9868
H: 2.0193 3.2789 3.9185
H: 1.6492 -5.2678 -3.2113
C: -3.0223 -0.3830 0.8608
C: 4.3677 2.3891 -3.8736
C: 3.0890 -3.6534 2.6306
C: -0.2515 -5.0000 0.2811
H: 0.8438 -1.1823 2.4403
H: -1.7402 -1.4981 2.2147
C: 2.3999 3.2310 2.9058
H: 2.7079 -4.7900 -1.0244
H: 0.5319 2.6158 -2.5901
H: -1.5569 3.3054 -1.1311
C: 0.3489 4.1594 -0.7585
C: -1.6023 5.4434 -1.3593

Cartesian forces, eV/Å:
C 0.12 0.12 0.01
H 0.00 -0.08 0.11
C 0.11 0.14 0.11
C 0.08 0.20 -0.02
N 0.13 -0.08 -0.05
C -0.27 -0.10 0.46
H 0.00 -0.07 -0.11
H 0.08 0.00 0.05
C 0.07 0.05 0.10
H -0.06 -0.04 -0.04
C 0.16 0.12 0.01
O 0.05 0.01 -0.16
C -0.09 0.05 0.19
C 0.26 0.02 -0.35
H 0.00 0.03 -0.03
H 0.00 -0.01 -0.04
C -0.12 -3.20 1.33
H -0.07 -0.02 0.01
H 0.05 0.10 -0.01
C -0.11 0.12 0.02
C 0.00 -0.01 -0.09
C 0.00 -0.09 0.01
H 0.05 0.15 -0.05
H 0.00 -0.09 -0.10
Pt 1.91 -0.21 0.18
H -0.03 -0.09 0.03
C 0.04 0.29 0.08
H -0.01 0.12 -0.05
H -0.11 0.00 -0.01
C -0.12 0.07 -0.50
H 0.05 0.00 0.15
O -0.88 -0.32 -0.07
C 0.15 -0.02 -0.03
O -1.86 -0.24 1.65
H 0.07 -0.07 -0.14
C -0.03 0.25 -0.03
H 0.23 0.13 -0.02
C 0.16 -0.11 -0.04
C 0.22 0.05 0.13
H -0.06 0.05 0.00
H 0.00 0.00 0.02
H -0.07 -0.05 -0.07
C 0.15 0.08 0.04
C 0.46 0.36 -0.73
C -0.55 0.82 -0.16
H 0.04 -0.02 0.06
C -0.24 -0.02 -0.07
C -0.58 -0.56 0.01
C -0.06 -0.04 0.04
H 0.03 -0.02 -0.06
H 0.07 0.02 -0.02
H 0.08 -0.02 0.06
H -0.12 0.16 -0.04
H 0.09 0.03 0.13
H -0.01 -0.05 0.07
H -0.04 -0.04 0.09
C 0.05 -0.22 0.51
O 0.46 -0.83 1.04
H 0.02 0.03 -0.01
H -0.04 0.06 0.02
C 0.13 0.09 0.10
O 0.28 0.05 0.04
H -0.02 0.04 0.00
C -0.05 0.16 -0.17
H 0.03 0.00 0.00
C -0.05 -0.13 -0.23
C -0.09 -0.05 -0.03
O -0.12 0.06 0.37
C -0.02 -0.21 -0.15
H -0.02 0.23 0.26
Cl 0.25 2.13 0.06
C -0.26 -0.37 -0.11
C 0.03 -0.10 -0.09
C -0.16 -0.04 -0.10
C 0.23 0.10 0.07
H 0.01 -0.11 -0.04
H 0.02 -0.11 -0.10
C 0.05 -0.05 -0.16
H 0.00 0.01 0.00
H -0.04 -0.04 0.04
H -0.07 -0.07 0.00
C 0.12 2.11 -4.44
C -0.49 -0.05 0.27
C 0.03 0.12 0.16
C 0.05 -0.30 0.01
H 0.00 -0.19 0.08
H 0.24 0.12 0.09
C -0.01 0.00 0.05
H -0.05 -0.05 0.08
H 0.15 -0.11 0.21
H -0.01 -0.13 0.04
C -0.06 -0.07 0.09
C -0.04 0.06 -0.03

The computed Mulliken charges, all in e, follow: C -0.87; H 0.23; C 0.03; C -0.97; N 0.20; C -1.28; H 0.41; H 0.39; C 0.64; H 0.40; C -0.12; O -0.35; C -2.29; C 2.52; H 0.46; H 0.41; C -0.77; H 0.42; H 0.37; C 0.43; C -0.20; C -0.08; H 0.47; H 0.37; Pt 1.43; H 0.33; C 2.29; H 0.04; H 0.40; C 1.26; H 0.49; O -1.27; C -0.80; O -0.64; H 0.37; C -0.47; H 1.19; C 0.14; C -0.81; H 0.40; H 0.38; H 0.46; C -0.69; C 1.45; C -1.01; H 0.35; C -0.09; C -1.62; C -0.80; H 0.36; H 0.35; H 0.22; H 0.46; H -0.02; H 0.14; H 0.55; C -1.96; O -0.73; H 0.40; H 0.35; C -1.08; O -0.34; H 0.36; C -0.94; H 0.44; C -0.78; C -0.69; O 0.07; C -0.98; H 0.45; Cl -0.43; C 0.00; C 0.79; C -0.40; C -0.58; H 0.31; H 0.39; C -0.78; H 0.37; H 0.37; H 0.34; C 0.91; C -1.67; C -0.91; C -1.00; H 0.42; H 0.21; C -0.81; H 0.33; H 0.36; H 0.47; C -0.11; C -0.79